# C36H44N6O4P3Sr

A structure of composition C36H44N6O4P3Sr (ωB97M-V with the def2-TZVPD basis set, OMol25).

XYZ file:
```
94
Properties=species:S:1:pos:R:3:mulliken_charge:R:1
Sr -0.287 0.225 0.162 1.931
C -5.476 -0.477 -2.129 -0.565
C -4.415 0.191 -2.723 -0.707
C -3.108 -0.175 -2.435 -0.451
C -2.848 -1.227 -1.557 -0.243
C -3.917 -1.891 -0.958 0.414
C -5.221 -1.517 -1.246 -0.897
N -1.502 -1.508 -1.216 0.686
C -0.957 -2.671 -1.468 0.059
C -1.635 -3.779 -2.107 -0.622
C -1.034 -4.983 -2.229 -0.674
C 0.302 -5.225 -1.761 -0.813
C 1.014 -4.211 -1.228 -0.447
C 0.440 -2.901 -1.098 -0.202
N 1.132 -1.831 -0.712 0.524
N 2.352 -1.991 -0.299 -1.080
C 3.001 -0.806 0.054 -0.829
C 4.381 -0.906 0.278 -0.474
C 5.079 0.203 0.702 -0.657
C 4.394 1.400 0.896 -1.086
C 3.041 1.419 0.633 -0.746
N 2.342 0.352 0.220 1.419
H -6.494 -0.190 -2.352 0.414
H -4.606 0.997 -3.420 0.465
H -2.274 0.336 -2.906 0.508
H -3.719 -2.698 -0.263 0.436
H -6.043 -2.040 -0.775 0.412
H -2.637 -3.624 -2.483 0.469
H -1.571 -5.792 -2.709 0.415
H 0.740 -6.205 -1.887 0.432
H 2.049 -4.340 -0.943 0.454
H 4.865 -1.856 0.098 0.529
H 6.145 0.143 0.876 0.441
H 4.895 2.298 1.228 0.564
H 2.480 2.339 0.756 0.603
O 0.284 3.343 1.981 -0.434
C -0.744 3.185 1.181 0.209
O -1.507 2.229 1.261 -0.719
C -0.847 4.166 0.053 -0.647
P -0.191 3.258 -1.441 0.284
C 1.582 3.668 -1.494 0.792
C 2.202 4.689 -0.779 -0.305
C 3.572 4.892 -0.893 -0.743
C 4.331 4.088 -1.731 -0.647
C 3.721 3.070 -2.452 -0.566
C 2.358 2.857 -2.324 -0.553
C -0.923 4.214 -2.804 0.654
C -0.248 5.218 -3.489 -0.415
C -0.884 5.902 -4.517 -0.701
C -2.191 5.590 -4.859 -0.527
C -2.868 4.586 -4.179 -0.535
C -2.233 3.893 -3.161 -0.618
H -0.354 5.113 0.256 0.492
H -1.904 4.336 -0.150 0.600
H 1.635 5.334 -0.122 0.306
H 4.043 5.688 -0.331 0.434
H 5.396 4.254 -1.822 0.412
H 4.307 2.438 -3.105 0.443
H 1.889 2.048 -2.875 0.430
H 0.774 5.465 -3.229 0.359
H -0.355 6.681 -5.050 0.416
H -2.682 6.126 -5.660 0.387
H -3.886 4.338 -4.449 0.419
H -2.754 3.096 -2.639 0.284
C -1.437 -4.877 4.309 -1.372
P -1.146 -4.148 2.661 0.935
C -2.402 -2.824 2.639 -0.867
C -1.907 -5.383 1.543 -0.959
H -2.487 -5.143 4.447 0.422
H -1.148 -4.138 5.057 0.306
H -0.826 -5.769 4.444 0.385
H -3.398 -3.234 2.822 0.559
H -2.391 -2.316 1.674 -0.175
H -2.149 -2.101 3.413 0.352
H -2.931 -5.615 1.844 0.426
H -1.322 -6.303 1.544 0.395
H -1.915 -4.993 0.524 0.037
N 1.963 -3.202 2.264 0.233
C 2.294 -2.092 3.213 -0.727
P 0.784 -1.070 3.534 0.131
O 0.022 -1.677 4.650 -0.754
O 0.112 -0.886 2.187 0.062
C 1.485 0.550 4.016 -0.415
N 0.424 1.585 4.015 -0.575
H 2.095 -2.883 1.277 0.141
H 0.961 -3.540 2.380 -0.623
H 2.575 -4.001 2.411 0.435
H 3.105 -1.508 2.778 0.337
H 2.625 -2.522 4.156 0.553
H 2.274 0.839 3.317 0.070
H 1.930 0.433 5.007 0.401
H 0.293 2.623 2.726 0.571
H 0.569 2.215 4.797 0.284
H -0.486 1.159 4.174 0.236
```

Output
* frontier orbital gap (alpha / beta): 6.2 / 6.2 eV
* total charge: +1
* energy relative to the best compared isomer or geometry (same formula, charge and spin): 13.8 kJ/mol